[1]
Here is a cluster of 2 separate species, CH6N4 in total from the OMol25 dataset. Energies are from ωB97M-V/def2-TZVPD.

Each line ends with the Mulliken charge.
Element x y z (Å)
N -1.428 0.317 0.412  -0.69
N 0.475 2.025 -0.704  -0.64
N 0.938 0.952 -0.883  0.23
N 1.144 -1.080 0.378  -0.40
C 0.470 -0.348 -0.560  0.08
H 1.651 -0.544 1.068  0.23
H 0.065 -0.904 -1.399  0.28
H 1.554 -1.967 0.128  0.22
H -1.507 0.097 1.397  0.21
H -1.063 1.291 0.236  0.28
H -2.300 0.163 -0.073  0.21



[2]
Here is a cluster of 2 separate species, C2H5ClOS in total from the OMol25 dataset. Energies are from ωB97M-V/def2-TZVPD.

Each line ends with the Mulliken charge.
Element x y z (Å)
Cl -2.172 1.707 0.328  -0.07
S 0.663 1.649 0.058  0.02
O -1.692 -1.603 -1.179  -0.58
C 1.904 0.376 0.474  -0.74
C -0.793 0.873 0.690  -0.10
H 2.433 0.801 1.349  0.28
H 1.497 -0.683 0.727  0.28
H -2.324 -1.195 -0.563  0.31
H -2.242 -2.172 -1.644  0.28
H 2.727 0.248 -0.241  0.32



[3]
Here is a cluster of 2 separate species, C10H16O in total from the OMol25 dataset. Energies are from ωB97M-V/def2-TZVPD.

Each line ends with the Mulliken charge.
Element x y z (Å)
O 3.378 1.110 -1.747  -0.53
C 2.049 0.809 -1.963  0.81
C -0.073 0.666 -0.875  -0.77
C 1.548 0.510 -3.196  -0.70
C 0.226 0.000 -3.211  -0.55
C -0.545 0.073 -2.086  0.62
C -1.800 -0.691 3.334  -1.13
C 0.703 -0.806 2.810  -1.22
C 1.267 0.884 -0.780  -0.32
C -2.009 -0.371 -2.109  -1.43
C -0.503 0.143 2.988  0.16
H 0.544 -1.373 1.887  0.29
H -0.240 0.892 3.727  0.39
H -0.740 0.695 -0.033  0.39
H 2.104 0.633 -4.115  0.30
H 1.822 1.315 0.038  0.46
H -1.555 -1.665 2.916  0.28
H -2.178 -1.215 -2.797  0.37
H -0.622 0.582 1.993  -0.21
H -0.148 -0.405 -4.141  0.37
H -2.674 -0.256 2.863  0.36
H -2.315 -0.782 -1.158  0.38
H -2.592 0.481 -2.488  0.29
H 1.634 -0.291 2.622  0.36
H -1.763 -0.671 4.401  0.34
H 3.859 1.154 -2.597  0.30
H 0.622 -1.420 3.716  0.37

Structure (SMILES): Cc1ccc(O)cc1.CCC



Number 1: HOMO-LUMO gap 7.1692 eV, total energy -260.6027 Eh. Number 2: HOMO-LUMO gap 8.5085 eV, total energy -1012.7149 Eh. Number 3: HOMO-LUMO gap 9.2059 eV, total energy -465.8390 Eh.